(1)
66
Properties=species:S:1:pos:R:3 method="wB97M-V/def2-TZVPD" e_tot_ev=-50582.8700 homo_lumo_gap_ev=3.15 e_homo_ev=-5.84 e_above_lowest_ev=0.675
C 0.395 4.570 -3.083
C 1.036 5.318 -2.115
C 1.140 4.827 -0.826
C 0.596 3.604 -0.523
P 0.710 2.970 1.143
C 2.445 2.961 1.583
C 2.922 3.750 2.601
C 4.275 3.758 2.886
C 5.136 2.973 2.145
C 4.650 2.177 1.127
C 3.295 2.173 0.846
C -0.191 4.088 2.208
C -1.059 3.563 2.987
N -1.905 3.080 3.751
O 0.143 1.533 1.175
C -0.029 2.847 -1.480
C -0.133 3.332 -2.771
H 0.308 4.954 -4.086
H 1.459 6.278 -2.362
H 1.637 5.395 -0.056
H 2.239 4.355 3.174
H 4.657 4.386 3.675
H 6.192 2.988 2.357
H 5.325 1.573 0.543
H 2.894 1.555 0.058
H -0.017 5.143 2.141
H -0.437 1.887 -1.205
H -0.618 2.744 -3.532
C -7.060 5.598 5.523
C -6.606 4.496 4.618
C -7.041 4.462 3.299
C -6.611 3.482 2.438
C -5.715 2.474 2.852
C -5.247 1.546 1.876
C -4.265 0.532 1.929
C -3.386 0.302 3.016
C -2.557 -0.783 3.035
C -2.496 -1.676 1.950
O -1.716 -2.859 1.980
C -2.244 -3.999 2.650
C -2.698 -5.100 1.919
C -3.274 -6.172 2.559
C -3.405 -6.175 3.934
C -2.931 -5.108 4.670
C -2.359 -4.030 4.040
C -3.273 -1.390 0.816
C -4.124 -0.324 0.805
C -5.355 2.468 4.215
C -5.772 3.471 5.061
H -6.594 5.542 6.509
H -6.813 6.574 5.100
H -8.142 5.565 5.669
H -7.725 5.219 2.955
H -6.956 3.480 1.420
H -5.735 1.638 0.921
H -3.301 1.034 3.798
H -1.936 -0.975 3.891
H -2.611 -5.080 0.846
H -3.639 -7.005 1.985
H -3.873 -7.009 4.429
H -3.020 -5.117 5.742
H -1.994 -3.193 4.608
H -3.208 -2.047 -0.033
H -4.722 -0.129 -0.067
H -4.801 1.643 4.623
H -5.453 3.468 6.089

=====

(2)
101
Properties=species:S:1:pos:R:3 method="wB97M-V/def2-TZVPD" e_tot_ev=-54331.3980 homo_lumo_gap_ev=8.98 e_homo_ev=-9.10 e_above_lowest_ev=3.050
C -1.905 13.711 -17.369
C -0.644 14.522 -17.830
C -1.143 15.578 -18.920
O -1.808 14.977 -20.091
C -2.515 15.926 -20.864
N -0.110 15.080 -16.636
H -2.285 13.199 -18.253
H -2.697 14.364 -17.002
H -1.840 12.953 -16.588
H 0.030 13.811 -18.307
H -0.234 16.118 -19.184
H -1.872 16.288 -18.529
H -3.367 16.277 -20.282
H -2.849 15.315 -21.703
H -1.923 16.795 -21.150
H 0.736 15.605 -16.807
H 0.290 14.248 -16.225
C 7.785 11.745 -17.906
C 6.805 12.442 -18.731
C 5.406 12.398 -18.100
O 4.443 13.374 -18.595
C 3.202 13.351 -17.899
N 7.370 13.777 -18.729
H 8.055 12.186 -16.946
H 8.711 11.456 -18.403
H 7.406 10.742 -17.708
H 6.769 12.064 -19.752
H 5.586 12.512 -17.031
H 5.063 11.394 -18.350
H 2.931 12.342 -17.588
H 2.410 13.730 -18.545
H 3.016 14.151 -17.183
H 7.637 14.160 -17.833
H 6.626 14.354 -19.094
C -2.920 11.317 -20.760
C -2.489 9.997 -20.180
C -2.397 9.992 -18.708
O -1.428 10.787 -18.157
C -0.049 10.582 -18.455
N -3.375 8.969 -20.637
H -3.973 11.457 -20.514
H -2.752 11.405 -21.833
H -2.215 12.070 -20.407
H -1.481 9.714 -20.482
H -2.479 8.954 -18.386
H -3.384 10.270 -18.337
H 0.025 10.912 -19.491
H 0.337 9.564 -18.407
H 0.494 11.325 -17.871
H -3.140 8.075 -20.232
H -4.288 9.171 -20.256
C 5.957 8.677 -23.293
C 6.693 9.498 -22.160
C 6.076 9.366 -20.728
O 4.835 10.136 -20.498
C 3.858 9.452 -19.807
N 8.210 9.313 -22.135
H 6.089 7.658 -22.931
H 6.425 8.756 -24.274
H 4.911 8.937 -23.456
H 6.592 10.539 -22.466
H 6.864 9.811 -20.120
H 5.912 8.304 -20.545
H 3.520 8.557 -20.329
H 3.024 10.128 -19.612
H 4.098 9.167 -18.783
H 8.537 9.536 -23.064
H 8.569 10.125 -21.652
O -4.733 13.966 -19.299
H -5.281 14.701 -19.576
H -4.044 14.367 -18.769
O -5.420 11.220 -17.266
H -6.000 11.324 -18.019
H -4.627 11.701 -17.505
O -1.947 4.951 -18.553
H -2.482 5.739 -18.652
H -2.046 4.488 -19.386
O 2.175 12.629 -20.659
H 1.499 12.682 -21.334
H 2.938 12.270 -21.112
O -1.663 9.982 -15.156
H -1.674 10.181 -16.092
H -2.288 9.264 -15.057
O -5.784 11.391 -22.356
H -5.348 10.792 -22.963
H -6.138 12.083 -22.914
O -2.483 8.871 -23.141
H -2.748 8.939 -22.224
H -3.056 9.483 -23.602
O -4.300 6.746 -17.867
H -4.786 7.529 -17.609
H -4.779 6.022 -17.463
O -1.127 6.485 -22.407
H -1.775 7.146 -22.650
H -0.938 6.023 -23.224
O -6.869 12.349 -19.735
H -6.168 12.994 -19.647
H -6.627 11.834 -20.504
O -4.495 14.239 -23.191
H -5.323 14.134 -22.722
H -3.875 13.691 -22.710

=====

(3)
86
Properties=species:S:1:pos:R:3 method="wB97M-V/def2-TZVPD" e_tot_ev=-117132.6777 homo_lumo_gap_ev=8.85 e_homo_ev=-8.44
C -0.735 -3.947 -1.532
C -0.616 -2.774 -2.456
O 0.302 -2.611 -3.241
O -1.640 -1.908 -2.332
C -1.254 -0.509 -2.414
C -2.216 0.349 -1.608
C -1.626 0.943 -0.315
C -0.692 -0.005 0.488
Si 1.073 0.567 0.375
O 1.255 1.066 -1.217
Si 2.634 1.533 -1.933
F 3.930 0.944 -1.216
P 2.640 3.789 -1.898
S 1.184 4.391 -3.066
H 0.146 -4.573 -1.646
H -1.624 -4.523 -1.786
H -0.801 -3.608 -0.500
H -0.230 -0.416 -2.066
H -1.258 -0.223 -3.465
H -3.132 -0.192 -1.374
H -2.499 1.185 -2.251
H -2.458 1.188 0.348
H -1.151 1.901 -0.539
H -1.019 -0.002 1.528
H -0.779 -1.035 0.136
H 2.012 -0.526 0.700
H 1.265 1.739 1.258
H 2.580 1.118 -3.335
H 2.522 4.221 -0.567
H 3.887 4.245 -2.353
C -1.424 -2.139 7.015
C -1.596 -0.703 7.458
O -0.775 0.190 6.670
C -1.257 0.537 5.492
O -2.291 0.205 4.995
C -0.281 1.517 4.806
F 0.981 1.090 4.896
F -0.358 2.719 5.385
F -0.591 1.646 3.521
H -0.373 -2.424 7.051
H -1.990 -2.798 7.672
H -1.779 -2.281 5.995
H -1.255 -0.565 8.479
H -2.635 -0.384 7.401
C 0.845 -0.139 -5.817
C 1.745 0.026 -7.020
O 1.167 0.934 -7.983
C 1.330 2.219 -7.706
O 1.904 2.688 -6.771
C 0.682 3.076 -8.815
F -0.530 2.619 -9.135
F 1.448 3.039 -9.913
F 0.571 4.336 -8.420
H -0.146 -0.474 -6.122
H 1.264 -0.877 -5.132
H 0.734 0.805 -5.282
H 1.867 -0.916 -7.550
H 2.733 0.387 -6.736
C 0.285 -4.687 -5.892
C 0.864 -4.630 -7.287
O -0.133 -4.237 -8.255
C -0.366 -2.939 -8.345
O 0.159 -2.060 -7.731
C -1.430 -2.682 -9.435
F -2.454 -3.529 -9.321
F -0.880 -2.847 -10.644
F -1.891 -1.443 -9.345
H -0.577 -5.355 -5.865
H 1.035 -5.050 -5.191
H -0.039 -3.702 -5.560
H 1.200 -5.612 -7.613
H 1.710 -3.947 -7.344
C 1.794 3.721 11.373
C 0.323 3.880 11.059
O -0.332 2.597 10.943
C -0.678 2.017 12.079
O -0.519 2.426 13.188
C -1.394 0.684 11.771
F -0.734 -0.013 10.838
F -2.626 0.929 11.309
F -1.492 -0.058 12.862
H 2.276 3.092 10.625
H 2.279 4.696 11.377
H 1.938 3.259 12.348
H 0.179 4.352 10.090
H -0.188 4.479 11.811

=====

(4)
14
Properties=species:S:1:pos:R:3 method="wB97M-V/def2-TZVPD" e_tot_ev=-7350.6755 total_charge=-1 homo_lumo_gap_ev=6.77 e_homo_ev=-2.51 e_above_lowest_ev=1.453
C -0.136 0.459 1.068
O -0.729 1.611 1.403
C -0.468 -0.091 -0.406
C -1.945 -0.486 -0.624
H -0.580 -0.445 1.661
H 1.006 0.179 1.054
H 0.208 -0.904 -0.672
H -0.301 0.800 -0.976
H -2.048 -0.803 -1.691
H -2.841 0.123 -0.348
H -1.943 -1.439 -0.103
H 3.406 0.379 0.662
H 2.726 0.221 -0.685
O 3.647 0.397 -0.344